(1)
DFT (ωB97M-V/def2-TZVPD) results for a single C6H4 molecule at a distorted geometry.

Last columns: bonded neighbours and bond lengths (Å).
Atoms and positions in Å:
1 C 0.15760 -0.24205 0.02063  C3 1.248, C5 1.379
2 C -1.96401 0.06831 -1.48501  C3 1.379, C4 1.211
3 C -0.80565 -0.01740 -0.74103  C1 1.248, C2 1.379
4 C -2.95406 0.00055 -2.17981  C2 1.211, H10 1.123
5 C 1.18633 -0.41768 0.92138  C1 1.379, C6 1.397, H9 1.180
6 C 2.02351 0.48019 1.58739  C5 1.397, H7 1.102, H8 1.122
7 H 2.88157 0.23243 2.23351  C6 1.102
8 H 1.94900 1.58557 1.40782  C6 1.122
9 H 1.45493 -1.56562 0.95794  C5 1.180
10 H -3.92922 -0.12429 -2.72283  C4 1.123

structure (SMILES) = C#CC#CC=C
total charge = 0
DFT total energy = -6281.837 eV

=====

(2)
DFT (ωB97M-V/def2-TZVPD) results for 13 unconnected molecules or ions with the total composition C6H40N2O12 at a distorted geometry.

Last columns: bonded neighbours and bond lengths (Å).
Atoms and positions in Å:
1 O -1.25687 0.79096 -3.63479  H29 0.957, H50 0.965
2 O 2.76896 -0.57244 -2.14201  H26 0.966, H56 0.974
3 O 2.58140 2.62987 2.11876  H37 0.957, H43 0.950
4 O -2.16811 -0.69438 3.31498  H27 0.961, H42 0.966
5 O 3.86903 0.39529 0.31536  H55 0.984, H57 0.995
6 O -2.66867 -3.06007 1.27080  H21 0.958, H32 0.978
7 O -1.79529 3.27028 -1.64676  H23 0.969, H24 0.963
8 O -2.84369 -1.43988 -3.74588  H35 0.953, H44 0.957
9 O -2.23812 -2.25926 -1.25763  H46 0.982, H51 0.990
10 O 1.11819 1.40104 -2.54062  H28 0.957, H52 0.988
11 O 1.36610 3.40471 -0.52602  H40 0.975, H53 0.962
12 O -2.75306 0.83035 -1.10560  H38 0.988, H48 0.986
13 N -1.68105 2.38965 2.61129  C18 1.513, H49 1.001, H59 1.009
14 N 0.03790 -0.28692 1.51525  C15 1.417, C17 1.482, H30 1.021
15 C 0.88758 -1.14591 0.77483  N14 1.417, C16 1.527, C20 1.554, H34 1.095
16 C 0.48294 -1.75221 -0.56689  C15 1.527, H33 1.095, H36 1.063, H47 1.087
17 C -0.12264 1.05033 0.89658  N14 1.482, C18 1.560, H58 1.091, H60 1.095
18 C -0.35658 2.22227 1.89937  N13 1.513, C17 1.560, H22 1.106, H41 1.081
19 C 2.35637 -3.26157 1.42257  C20 1.543, H25 1.080, H31 1.099, H54 1.079
20 C 1.12047 -2.37784 1.69329  C15 1.554, C19 1.543, H39 1.136, H45 1.136
21 H -3.13474 -3.62262 1.89125  O6 0.958
22 H 0.27812 1.85768 2.72857  C18 1.106
23 H -2.15065 3.63889 -2.46928  O7 0.969
24 H -0.83578 3.20465 -1.70385  O7 0.963
25 H 3.02683 -3.24810 2.26977  C19 1.080
26 H 3.57081 -0.25497 -2.57614  O2 0.966
27 H -2.78936 -1.38186 3.57160  O4 0.961
28 H 1.60233 1.79550 -3.26543  O10 0.957
29 H -1.79068 1.58515 -3.61663  O1 0.957
30 H -0.79256 -0.63130 1.99877  N14 1.021
31 H 1.90871 -4.25191 1.25736  C19 1.099
32 H -1.70953 -3.24668 1.32147  O6 0.978
33 H -0.18223 -2.61842 -0.49345  C16 1.095
34 H 1.81701 -0.60615 0.56590  C15 1.095
35 H -2.91167 -2.03191 -3.00205  O8 0.953
36 H 1.32874 -2.04929 -1.13729  C16 1.063
37 H 2.30514 2.78964 1.21700  O3 0.957
38 H -2.49482 1.78093 -1.18448  O12 0.988
39 H 1.36325 -1.88320 2.68724  C20 1.136
40 H 1.63019 3.07837 -1.40555  O11 0.975
41 H -0.03890 3.10304 1.35847  C18 1.081
42 H -1.45683 -0.86051 3.94646  O4 0.966
43 H 1.92268 2.53919 2.79663  O3 0.950
44 H -2.21360 -1.81393 -4.36177  O8 0.957
45 H 0.24645 -3.06253 1.93494  C20 1.136
46 H -2.54677 -2.58569 -0.38460  O9 0.982
47 H -0.09051 -1.00770 -1.11359  C16 1.087
48 H -2.12134 0.57687 -1.81905  O12 0.986
49 H -2.23126 2.84392 1.90942  N13 1.001
50 H -1.76422 0.10639 -4.08679  O1 0.965
51 H -2.84500 -1.49038 -1.11500  O9 0.990
52 H 1.49478 0.50320 -2.37069  O10 0.988
53 H 1.54629 4.34844 -0.47958  O11 0.962
54 H 2.85430 -3.18417 0.46838  C19 1.079
55 H 4.45131 0.82918 0.97941  O5 0.984
56 H 3.10890 -0.43575 -1.23979  O2 0.974
57 H 3.08070 0.47407 0.91690  O5 0.995
58 H -0.85833 0.97544 0.09493  C17 1.091
59 H -2.06848 1.51961 2.94344  N13 1.009
60 H 0.78586 1.18266 0.30020  C17 1.095

total charge = 0
DFT total energy = -34419.610 eV

=====

no.,HOMO-LUMO gap (eV)
1,8.603
2,7.797